22
Properties=species:S:1:pos:R:3 method="wB97M-V/def2-TZVPD" multiplicity=2 homo_lumo_gap_ha="0.3274 / 0.3234" s2=0.780 e_lumo_ha="-0.174 / -0.234" total_charge=+1 e_homo_ha="-0.502 / -0.558" relative_energy_kj_mol=174.1
C -2.459 0.893 0.581
C -1.966 -0.343 -0.179
C -0.620 -0.075 -0.911
C 0.444 0.399 0.011
C 1.796 0.649 -0.139
C 2.694 0.376 -1.261
C 0.493 -1.667 1.341
C 0.785 -0.314 1.218
H -2.801 1.701 -0.067
H -3.401 0.675 1.087
H -1.861 1.340 1.387
H -2.722 -0.516 -0.943
H -1.791 -1.151 0.517
H -0.817 0.660 -1.702
H -0.394 -0.916 -1.596
H 2.080 1.391 0.616
H 2.376 0.838 -2.200
H 2.946 -0.663 -1.430
H 3.657 0.866 -1.098
H 0.086 -2.144 2.228
H 0.451 -2.300 0.469
H 1.024 0.303 2.069